(1)
The following is a DFT calculation (ωB97M-V with the def2-TZVPD basis set) of a 2-piece molecular cluster, CH6NOPS overall at a distorted geometry.

Summary:
* strongest force on any atom: 0.091 Eh/bohr
* HOMO-LUMO gap (alpha / beta): 6.302 / 5.798 eV
* ΔE to the lowest compared entry with this formula, charge and spin: 0.0 kcal/mol
* highest occupied orbital energy (alpha / beta): -5.672 / -9.283 eV

Structure (ORCA input):
```
! wB97M-V def2-TZVPD RIJCOSX def2/J DEFGRID3
* xyz 0 3
S 2.79161 -1.77567 -0.71719
P 1.75314 -0.28114 -0.05950
O -2.67636 -0.18785 0.82579
N 2.07071 0.84419 0.96413
C 0.20450 0.16770 -0.88179
H -0.03012 1.15806 -1.21793
H 2.97047 0.67671 1.34476
H -3.18022 0.67809 0.64985
H -3.22224 -0.95501 0.66959
H -0.51068 0.22280 0.02028
H -0.17080 -0.54789 -1.59799
*
```

Atom charges from the Mulliken analysis, given in e for atoms 1 to 6: -0.1361, 0.5141, -0.6511, -0.6263, -0.7579, 0.3426

---

(2)
The following is a DFT calculation (ωB97M-V with the def2-TZVPD basis set) of a 2-piece molecular cluster, C4H10N2O2 overall.

Summary:
* strongest force on any atom: 0.010 Eh/bohr
* HOMO-LUMO gap: 9.337 eV
* ΔE to the lowest compared entry with this formula, charge and spin: 39.2 kcal/mol
* SMILES: CC(=O)O.N/C=C/N
* highest occupied orbital energy: -8.585 eV

Structure (ORCA input):
```
! wB97M-V def2-TZVPD RIJCOSX def2/J DEFGRID3
* xyz 0 1
O -1.84288 -1.59530 0.19179
O -3.75105 -0.49798 0.18530
N 2.17596 2.03506 1.01739
N 1.04761 -1.38698 0.09024
C 1.38039 0.93265 0.73780
C -2.09895 0.20910 -1.40509
C -2.65511 -0.63463 -0.27434
C 1.85096 -0.30590 0.59387
H -1.31635 0.85106 -1.00482
H 0.34766 1.17565 0.51904
H -0.90086 -1.44177 -0.02046
H -1.65836 -0.44581 -2.15719
H 1.32501 -2.22454 0.59800
H -2.91085 0.77040 -1.85301
H 1.29371 -1.62061 -0.86412
H 3.08868 1.86188 1.41056
H 1.71414 2.79872 1.46703
H 2.91027 -0.48099 0.76800
*
```

Atom charges from the Mulliken analysis, given in e for atoms 1 to 6: -0.4688, -0.5609, -0.4888, -0.5455, 0.1532, -0.7778

---

(3)
The following is a DFT calculation (ωB97M-V with the def2-TZVPD basis set) of C27H25CuF4N4S as an isolated structure.

Summary:
* strongest force on any atom: 0.010 Eh/bohr
* HOMO-LUMO gap (alpha / beta): 6.557 / 6.163 eV
* highest occupied orbital energy (alpha / beta): -3.681 / -3.610 eV

Structure (ORCA input):
```
! wB97M-V def2-TZVPD RIJCOSX def2/J DEFGRID3
* xyz -1 2
Cu 0.01032 0.70476 0.77371
S -0.31791 0.13358 3.09727
F -2.23285 1.85112 -2.91471
F -1.86752 0.70394 -5.25561
F 2.13443 0.50121 -1.62117
F 2.40907 -0.74985 -3.94662
N -0.17009 1.74209 -0.87272
N 0.48354 2.97859 1.36888
N 0.71056 -1.13502 0.33293
N -2.18092 0.36755 1.27896
C -1.03095 1.26637 -3.14529
C -2.82791 -1.07395 3.07651
C -0.80303 3.40203 0.81346
C 0.26400 -3.93166 -2.08938
C -1.03654 2.88309 -0.62109
C -0.85707 0.64219 -4.36346
C -4.02561 -1.32912 2.44856
C 0.85115 -3.12748 -1.12246
C 2.85149 -0.44331 1.22229
C 1.25901 -0.10115 -3.69746
C -1.89568 -0.20978 2.46686
C -4.30361 -0.73754 1.21412
C 1.87629 -1.43845 1.03310
C 0.58252 3.37993 2.76651
C 0.17427 -2.00973 -0.58171
C 2.10831 -2.67473 1.65978
C 3.97951 -0.66318 1.99828
C 3.24229 -2.89340 2.42808
C -0.06819 1.21911 -2.12443
C -3.34625 0.09311 0.67655
C -1.01273 -3.67646 -2.57328
C 1.60562 3.55003 0.62302
C -1.11200 -1.75712 -1.10719
C 4.19349 -1.89531 2.60703
C 0.27889 -0.06551 -4.67353
C -1.68731 -2.56632 -2.06953
C 1.10921 0.52928 -2.48893
H -4.74408 -2.00429 2.89946
H 1.59490 3.18682 -0.40142
H -1.57085 3.00110 1.47527
H 2.70225 0.51517 0.73096
H 1.86611 -3.33448 -0.81374
H -2.56408 -1.53640 4.01844
H -3.50692 0.57519 -0.28454
H 0.82742 -4.77164 -2.48498
H 1.36245 -3.45403 1.57346
H 2.54143 3.24256 1.09260
H -2.67535 -2.31824 -2.44428
H 3.37649 -3.85540 2.91154
H -1.46246 -4.31101 -3.32752
H -1.64359 -0.88461 -0.75017
H 0.55773 4.47760 2.86232
H -0.23370 2.94335 3.33833
H 0.39774 -0.58278 -5.61453
H -5.22900 -0.92712 0.68534
H -2.10363 2.66658 -0.71693
H 1.52091 3.01079 3.18572
H -0.81615 3.68033 -1.34087
H 4.70712 0.13232 2.11996
H 1.55849 4.65010 0.62747
H -0.88646 4.49909 0.82879
H 5.07544 -2.06996 3.21195
*
```

Atom charges from the Mulliken analysis, given in e for atoms 1 to 6: -0.5314, -0.5030, -0.3925, -0.3717, -0.3983, -0.3777

---

(4)
The following is a DFT calculation (ωB97M-V with the def2-TZVPD basis set) of C15H30F6NO10P2PdS2 as an isolated structure at a distorted geometry.

Summary:
* strongest force on any atom: 0.042 Eh/bohr
* HOMO-LUMO gap (alpha / beta): 11.077 / 8.167 eV
* ΔE to the lowest compared entry with this formula, charge and spin: 0.0 kcal/mol
* highest occupied orbital energy (alpha / beta): -13.570 / -13.623 eV

Structure (ORCA input):
```
! wB97M-V def2-TZVPD RIJCOSX def2/J DEFGRID3
* xyz 1 3
Pd 2.62580 -0.32963 -0.90948
S 4.76043 -2.74769 -1.69645
S 2.11864 -3.30030 -1.90375
P 0.59187 -0.33334 1.56848
P -0.38890 1.10684 -0.97730
F 6.44152 -2.67926 -3.71583
F 0.12314 -4.91449 -1.48099
F 4.38678 -2.58972 -4.29702
F 2.01247 -5.56986 -0.70626
F 0.89289 -4.04405 0.30541
F 5.23573 -4.45203 -3.72419
O -0.71758 2.51628 -0.44487
O -1.44162 0.74957 -2.08653
O 4.37424 -1.30752 -1.82774
O -0.23424 -1.41971 2.28313
O 0.71262 1.02455 2.35315
O 1.89755 -3.61910 -3.27887
O 1.48611 -2.02013 -1.51483
O 5.86883 -3.05032 -0.87376
O 1.07379 1.06024 -1.41184
O 1.99780 -0.70773 1.13364
N 3.51268 -3.56336 -1.30745
C -1.66770 -2.29119 4.02884
C 0.72323 -3.07290 3.71812
C -0.32671 2.08265 2.68934
C -1.50068 4.79582 -0.56492
C 5.23706 -3.15918 -3.49809
C -3.00539 2.96661 0.15022
C -1.85136 3.37136 -0.74699
C -0.96139 0.59042 -4.41037
C -0.58204 -0.19784 0.19865
C 1.21022 -4.52719 -0.89961
C -0.21961 -1.89873 3.68587
C 0.41934 3.39370 2.60105
C -3.24843 1.30433 -3.50984
C -1.72406 1.35381 -3.35593
C -1.00257 1.78030 3.99227
H -1.20770 -0.46769 -4.37051
H -3.72879 1.65203 -2.60251
H 1.13427 3.49567 3.42420
H -2.78964 3.13145 1.21228
H -1.31217 2.38528 -3.37289
H -1.29235 5.04464 0.46091
H -2.37892 -1.52136 3.69058
H -1.97028 -3.24483 3.56675
H -1.74183 2.60096 4.17520
H -0.31932 4.22352 2.67166
H -0.67128 5.18546 -1.16438
H -3.60059 1.94887 -4.31857
H -1.61223 -0.31221 0.53703
H -1.14369 1.02907 -5.40219
H -3.53545 0.30529 -3.66020
H 0.74077 -3.44161 4.72500
H -3.86804 3.59870 -0.09720
H -1.56116 0.86428 3.89098
H 0.16440 -1.08863 4.30958
H -2.34342 5.41135 -0.85548
H 0.95310 3.48586 1.65738
H 1.74123 -2.77677 3.39229
H -0.36608 -1.07545 -0.34694
H 0.07788 0.76802 -4.17574
H -2.08816 3.18297 -1.74632
H -3.32015 1.93645 -0.05525
H 0.34857 -3.89851 3.08168
H -1.76997 -2.48461 5.08236
H -1.06169 2.00353 1.90267
H -0.30774 1.75706 4.82238
*
```

Atom charges from the Mulliken analysis, given in e for atoms 1 to 6: 1.2057, 1.1130, 1.3421, 0.5253, 0.2021, -0.1971

---

(5)
The following is a DFT calculation (ωB97M-V with the def2-TZVPD basis set) of a 3-piece molecular cluster, C3H11NO3 overall at a distorted geometry.

Summary:
* strongest force on any atom: 0.060 Eh/bohr
* HOMO-LUMO gap (alpha / beta): 2.614 / 9.955 eV
* ΔE to the lowest compared entry with this formula, charge and spin: 29.0 kcal/mol
* highest occupied orbital energy (alpha / beta): 0.694 / -6.776 eV

Structure (ORCA input):
```
! wB97M-V def2-TZVPD RIJCOSX def2/J DEFGRID3
* xyz -1 2
O -1.21900 1.54832 2.32631
O 2.26293 0.29564 -1.65900
O -3.73422 1.44224 0.02495
N 1.62438 -0.56647 0.29284
C 0.18186 -0.73237 -1.63426
C 1.47322 -0.38389 -1.02123
C 1.11104 -1.95606 0.91866
H 2.44519 0.01603 0.51163
H 1.55421 -2.09976 1.93641
H -4.03978 2.26737 0.35061
H -4.40072 0.78823 0.48215
H 0.19373 -0.74920 -2.72891
H -0.08214 -1.99783 0.79634
H -0.52154 -0.00314 -1.22222
H 1.54340 -2.70107 0.17665
H -2.06543 1.60191 1.78915
H -0.90750 0.72168 1.92104
H -0.16450 -1.73456 -1.17972
*
```

Atom charges from the Mulliken analysis, given in e for atoms 1 to 6: -1.0971, -0.5663, -1.8648, -0.0986, -0.8893, 0.3525

---

(6)
The following is a DFT calculation (ωB97M-V with the def2-TZVPD basis set) of C25H23GeMoN6OS as an isolated structure at a distorted geometry.

Summary:
* strongest force on any atom: 0.030 Eh/bohr
* HOMO-LUMO gap (alpha / beta): 6.663 / 6.875 eV
* ΔE to the lowest compared entry with this formula, charge and spin: 7.4 kcal/mol
* highest occupied orbital energy (alpha / beta): -13.991 / -14.376 eV

Structure (ORCA input):
```
! wB97M-V def2-TZVPD RIJCOSX def2/J DEFGRID3
* xyz 2 2
Mo -0.63998 0.84391 0.44568
Ge -1.55496 0.59185 3.03608
S -1.16922 2.04959 -1.61327
O -0.85005 -0.68695 -0.90839
N 2.13249 1.87806 -0.41678
N 1.44002 0.80986 -0.01729
N 3.27261 1.39663 -0.76514
N 4.24882 2.16984 -1.32220
N -1.46401 -0.52436 -2.09563
N 3.41642 0.09402 -0.64119
C -0.41153 1.51403 7.45108
C -2.05752 1.26310 5.71683
C -1.04133 0.90740 4.83161
C -1.35966 2.31909 1.98729
C 0.11746 4.03535 1.08183
C -4.24190 -0.70289 3.24149
C -2.65468 -0.31070 -4.52263
C -1.79313 -1.65564 -2.75640
C -5.58607 -1.05134 1.26684
C -1.73342 1.56455 7.03260
C 2.23453 -0.25535 -0.16035
C 0.28753 0.85272 5.24908
C 0.59816 1.16024 6.56522
C -5.38714 -1.20482 2.63084
C -2.46266 3.11433 1.61472
C -2.30158 0.82238 -3.82572
C -2.27138 4.33722 1.00054
C -2.39593 -1.57170 -3.98016
C -3.51156 0.09832 1.10911
C -0.41513 -0.49228 1.73839
C -1.69004 0.71336 -2.57621
C -0.98261 4.78251 0.70360
C -3.29156 -0.03326 2.47983
C -0.05161 2.81037 1.74580
C -4.64084 -0.39340 0.48561
H -0.20692 -1.52560 2.00955
H -6.48112 -1.44593 0.80506
H -2.65858 -2.48015 -4.50127
H 5.14460 1.71299 -1.20771
H -4.79731 -0.26109 -0.57673
H -1.54617 -2.57248 -2.24410
H 1.11582 4.41504 0.91265
H -4.09760 -0.84677 4.30510
H 4.18509 3.11977 -0.98255
H 1.62498 1.11853 6.90237
H -0.84299 5.73033 0.20137
H 1.95092 -1.26633 0.07243
H -3.12662 4.94452 0.73568
H -3.46703 2.75634 1.80394
H -6.12616 -1.72513 3.22491
H -3.09157 1.31219 5.39522
H 0.80701 2.37040 2.24278
H -0.16556 1.75024 8.47758
H -2.78004 0.64627 0.49218
H -2.48428 1.81128 -4.22043
H -3.13108 -0.22339 -5.48943
H -2.51386 1.83904 7.72927
H 1.07715 0.56098 4.56651
*
```

Atom charges from the Mulliken analysis, given in e for atoms 1 to 6: -1.1715, 1.2571, -0.2167, -0.5346, -0.3010, 0.5270

---

(7)
The following is a DFT calculation (ωB97M-V with the def2-TZVPD basis set) of a 2-piece molecular cluster, C4H12NO2 overall at a distorted geometry.

Summary:
* strongest force on any atom: 0.109 Eh/bohr
* HOMO-LUMO gap: 5.463 eV
* ΔE to the lowest compared entry with this formula, charge and spin: 200.5 kcal/mol
* highest occupied orbital energy: -14.711 eV

Structure (ORCA input):
```
! wB97M-V def2-TZVPD RIJCOSX def2/J DEFGRID3
* xyz 1 1
O 1.40693 1.13536 -1.65194
O 2.08790 -1.17057 0.48477
N -1.46299 -0.63070 0.01745
C 1.41206 1.68269 -0.27795
C -0.12779 -0.32065 -0.26830
C 0.11760 1.08153 0.23769
C 0.66199 -1.31617 0.58135
H 0.02480 1.13424 1.28568
H -5.75259 -0.86166 0.18973
H 2.23240 1.36376 0.27546
H -5.02677 -1.00827 0.38964
H 0.18300 -1.01714 1.58610
H 2.26193 1.08834 -2.02709
H 1.49856 2.72958 -0.21428
H 0.28043 -0.51587 -1.17657
H 2.62820 -1.69465 1.09568
H -0.72902 1.76823 -0.18917
H -2.00757 -1.09604 -0.69043
H 0.31094 -2.35202 0.35218
*
```

Atom charges from the Mulliken analysis, given in e for atoms 1 to 6: -0.5543, -0.4538, -0.0596, -0.5720, -0.0127, -0.5396

---

(8)
The following is a DFT calculation (ωB97M-V with the def2-TZVPD basis set) of a 2-piece molecular cluster, C3H4F2N2 overall at a distorted geometry.

Summary:
* strongest force on any atom: 0.084 Eh/bohr
* HOMO-LUMO gap: 10.953 eV
* ΔE to the lowest compared entry with this formula, charge and spin: 33.1 kcal/mol
* SMILES: [H]/N=C\C#N.FCF
* highest occupied orbital energy: -11.062 eV

Structure (ORCA input):
```
! wB97M-V def2-TZVPD RIJCOSX def2/J DEFGRID3
* xyz 0 1
F -1.61911 -0.16544 1.67799
F 0.11311 0.97116 1.65449
N 2.50738 -2.42537 -1.39151
N 0.33410 0.43248 -1.50091
C 1.64141 -1.68703 -1.53501
C 0.51508 -0.79769 -1.64646
C -1.18401 1.06946 1.81650
H 1.10736 0.94938 -1.11581
H -0.56357 -1.28153 -1.73229
H -1.22432 1.41076 2.82033
H -1.62743 1.52381 0.95268
*
```

Atom charges from the Mulliken analysis, given in e for atoms 1 to 6: -0.2370, -0.2337, -0.3080, -0.4455, 0.2729, -0.0055

---

(9)
The following is a DFT calculation (ωB97M-V with the def2-TZVPD basis set) of a 3-piece molecular cluster, C2H12NO2 overall at a distorted geometry.

Summary:
* strongest force on any atom: 0.066 Eh/bohr
* HOMO-LUMO gap: 12.566 eV
* ΔE to the lowest compared entry with this formula, charge and spin: 23.5 kcal/mol
* highest occupied orbital energy: -15.598 eV

Structure (ORCA input):
```
! wB97M-V def2-TZVPD RIJCOSX def2/J DEFGRID3
* xyz 1 1
O 1.31097 1.47119 -1.69312
O 1.33074 -1.87133 0.78207
N -0.48985 -0.02577 0.55131
C -1.39796 -0.89454 -0.19515
C -1.14016 1.31021 0.74917
H -0.28559 1.92696 1.00461
H -0.23554 -0.40265 1.46055
H -1.99056 1.30616 1.42836
H 0.74369 1.47081 -2.46800
H -1.56479 1.72742 -0.15160
H 1.98024 -2.12520 0.12134
H -1.43661 -0.61356 -1.25434
H -2.46081 -0.86297 0.08063
H 0.42043 0.02744 0.08360
H -1.26452 -1.97630 -0.32573
H 1.78194 2.30529 -1.64589
H 1.72337 -2.10068 1.63715
*
```

Atom charges from the Mulliken analysis, given in e for atoms 1 to 6: -0.6314, -0.6087, -0.1524, -0.9054, -0.8941, 0.3609

---

Number 1 is which compound? CH6NOPS